(1)
The following is a DFT calculation (wB97M-V/def2-TZVPD) of one molecule with the formula C4H10OS in a non-equilibrium geometry.

XYZ file:
```
16
Properties=species:S:1:pos:R:3:mulliken_charge:R:1
C -1.07 1.02 -0.90 -1.4184
C 0.23 0.25 -0.41 0.4177
C -0.11 -1.28 -0.73 -0.4758
O -0.49 -1.87 0.55 -0.5143
C 0.68 0.70 0.98 -1.1569
S 2.23 -0.12 1.48 -0.1497
H -2.02 0.64 -0.33 0.2730
H -1.11 2.07 -0.85 0.4365
H -1.29 0.79 -1.97 0.3633
H 0.94 0.60 -1.13 0.2730
H -0.81 -1.27 -1.50 0.4000
H 0.86 -1.77 -0.98 0.2734
H -0.48 -1.16 1.19 0.3380
H -0.22 0.82 1.75 0.3956
H 1.09 1.66 0.84 0.4328
H 1.55 -1.11 2.01 0.1119
```

The SMILES is C[C@H](CO)CS. The gap between HOMO and LUMO is 10.105 eV. The value obtained for the HOMO energy is -0.3421 Ha. The calculation puts the calculated total energy at -631.77362 Eh. Its energy above the lowest of the compared OMol25 structures with the same formula, charge and spin is 134.06 kJ/mol.

***

(2)
The following is a DFT calculation (wB97M-V/def2-TZVPD) of a 2-piece molecular cluster, C5H10N2O overall in a non-equilibrium geometry.

XYZ file:
```
18
Properties=species:S:1:pos:R:3:mulliken_charge:R:1
C 1.05 0.19 0.35 0.0767
C 1.56 -1.22 0.17 -1.3791
C -0.36 1.63 -0.46 0.5942
N -1.79 -1.42 -0.04 -0.3646
C -1.43 0.86 -0.77 -1.0567
C -1.12 -0.52 -0.77 0.1369
O 0.68 0.36 1.69 -0.5214
N 0.00 2.75 -0.03 -0.6867
H 0.42 1.28 1.80 0.3896
H 1.83 0.89 0.04 0.2514
H 0.82 3.14 -0.48 0.2541
H -2.29 -1.12 0.79 0.2444
H -1.63 -2.41 -0.14 0.2683
H -2.41 1.25 -1.03 0.3759
H -0.44 -0.92 -1.50 0.4088
H 0.83 -1.97 0.48 0.2866
H 2.45 -1.38 0.79 0.3861
H 1.85 -1.40 -0.87 0.3356
```

The gap between HOMO and LUMO (spin up / spin down) is 7.424 / 7.423 eV. The value obtained for the HOMO energy (spin up / spin down) is -0.2525 / -0.2525 Ha. The calculation puts the calculated total energy at -381.10250 Eh. Its energy above the lowest of the compared OMol25 structures with the same formula, charge and spin is 480.30 kJ/mol.

***

(3)
The following is a DFT calculation (wB97M-V/def2-TZVPD) of CH7N3O as an isolated structure in a non-equilibrium geometry.

XYZ file:
```
12
Properties=species:S:1:pos:R:3:mulliken_charge:R:1
C -0.21 -0.08 0.06 0.2327
N 0.70 0.65 -0.76 -0.2523
N -1.57 0.25 -0.05 -0.5673
N 0.01 -1.47 -0.07 -0.5683
O 1.93 0.71 -0.12 -0.3546
H 0.38 0.34 1.27 -0.0060
H 0.36 1.59 -0.95 0.2177
H 1.59 0.68 0.95 0.3141
H -1.77 1.24 -0.08 0.2175
H -0.37 -1.99 0.70 0.2365
H -2.05 -0.27 -0.77 0.2701
H 1.00 -1.65 -0.18 0.2599
```

The gap between HOMO and LUMO is 10.306 eV. The value obtained for the HOMO energy is -0.3404 Ha. The calculation puts the calculated total energy at -281.69988 Eh. Its energy above the lowest of the compared OMol25 structures with the same formula, charge and spin is 393.71 kJ/mol.

***

(4)
The following is a DFT calculation (wB97M-V/def2-TZVPD) of a 9-piece molecular cluster, H18O9 overall in a non-equilibrium geometry.

XYZ file:
```
27
Properties=species:S:1:pos:R:3:mulliken_charge:R:1
O 1.80 -4.47 0.27 -0.7605
H 1.50 -3.56 0.32 0.3536
H 1.53 -4.76 -0.60 0.3370
O 0.22 -2.67 2.05 -0.7880
H -0.55 -3.22 1.89 0.3358
H 0.13 -1.95 1.43 0.3189
O 0.84 0.15 2.49 -0.8888
H 0.47 1.03 2.50 0.4725
H 0.86 -0.09 1.56 0.2216
O -0.68 2.24 2.04 -0.8789
H -0.77 2.16 1.09 0.3531
H -1.44 2.76 2.31 0.3650
O -1.52 1.71 -0.53 -0.3777
H -1.98 1.21 0.16 0.3296
H -2.08 1.62 -1.30 0.0623
O 0.19 -0.30 -0.24 -0.8174
H 0.08 0.20 -1.05 0.3189
H 1.06 -0.69 -0.32 0.1893
O -0.07 3.59 -2.41 -0.9193
H -0.06 3.03 -1.64 0.4062
H -1.00 3.77 -2.56 0.3286
O -2.66 0.42 -2.42 -0.4587
H -2.08 -0.24 -2.06 0.2313
H -3.41 -0.08 -2.76 0.4833
O 2.86 -0.75 -0.19 -0.8804
H 3.07 -0.30 0.63 0.2784
H 3.70 -0.78 -0.66 0.3843
```

The gap between HOMO and LUMO (spin up / spin down) is 2.626 / 10.271 eV. The value obtained for the HOMO energy (spin up / spin down) is 0.0071 / -0.2778 Ha. As for the net charge: -1. The calculation puts the calculated total energy at -687.92290 Eh. Its spin multiplicity is 2. Its energy above the lowest of the compared OMol25 structures with the same formula, charge and spin is 87.44 kJ/mol.

***

(5)
The following is a DFT calculation (wB97M-V/def2-TZVPD) of an isolated ion of composition C18H30N3O3S and charge +1 in a non-equilibrium geometry.

XYZ file:
```
55
Properties=species:S:1:pos:R:3:mulliken_charge:R:1
C -7.22 -0.44 -1.42 -1.2922
C -6.51 -0.49 -0.08 -0.3514
N -5.14 0.06 -0.16 -0.1694
C -4.92 1.34 0.53 -0.3421
C -5.71 2.49 -0.09 -1.2434
S -3.97 -1.28 0.59 1.3036
O -4.23 -2.36 -0.30 -0.6112
O -4.41 -1.29 1.93 -0.5984
C -2.37 -0.58 0.36 0.0511
C -1.78 0.13 1.39 -0.5821
C -0.52 0.64 1.22 -0.5608
C 0.17 0.44 0.01 0.6651
N 1.43 0.93 -0.20 -0.0698
C 2.24 1.65 0.65 0.4530
O 1.92 2.05 1.74 -0.6473
C 3.58 1.94 -0.01 -0.6332
N 3.84 1.01 -1.10 -0.5073
C 4.63 -0.18 -0.76 0.0043
C 3.97 -1.01 0.35 -0.4979
C 4.76 -2.29 0.59 -0.9287
C 6.21 -1.98 0.95 -0.6612
C 6.86 -1.16 -0.16 -0.7691
C 6.08 0.13 -0.39 -0.6002
C -0.45 -0.30 -1.01 -0.8141
C -1.71 -0.81 -0.85 -0.6167
H -8.22 -0.85 -1.31 0.4191
H -7.32 0.58 -1.78 0.3157
H -6.70 -1.03 -2.15 0.3572
H -6.42 -1.53 0.25 0.4020
H -7.06 0.06 0.69 0.3765
H -4.89 0.15 -1.15 0.4839
H -5.21 1.19 1.57 0.3758
H -3.85 1.57 0.49 0.2802
H -6.78 2.33 -0.02 0.3208
H -5.44 2.63 -1.14 0.3497
H -5.47 3.41 0.44 0.4226
H -2.31 0.25 2.32 0.5198
H -0.03 1.20 2.01 0.5719
H 1.94 0.67 -1.05 0.2668
H 3.51 2.96 -0.41 0.5211
H 4.35 1.96 0.77 0.2468
H 4.31 1.49 -1.86 0.2733
H 4.63 -0.79 -1.68 0.3542
H 3.93 -0.43 1.27 0.3054
H 2.94 -1.26 0.07 0.1920
H 4.29 -2.86 1.39 0.3723
H 4.73 -2.91 -0.31 0.3831
H 6.76 -2.91 1.10 0.3360
H 6.24 -1.42 1.89 0.3353
H 7.89 -0.93 0.11 0.3492
H 6.88 -1.75 -1.08 0.3771
H 6.55 0.71 -1.19 0.3447
H 6.12 0.73 0.52 0.2074
H 0.09 -0.47 -1.94 0.4428
H -2.19 -1.39 -1.61 0.5170
```

The SMILES is CC[NH+](CC)S(=O)(=O)c1ccc(NC(=O)CNC2CCCCC2)cc1. The gap between HOMO and LUMO is 8.346 eV. The value obtained for the HOMO energy is -0.4278 Ha. As for the net charge: +1. The calculation puts the calculated total energy at -1491.84505 Eh. Its energy above the lowest of the compared OMol25 structures with the same formula, charge and spin is 0.00 kJ/mol.

***

(6)
The following is a DFT calculation (wB97M-V/def2-TZVPD) of one molecule with the formula C9H12O3 in a non-equilibrium geometry.

XYZ file:
```
24
Properties=species:S:1:pos:R:3:mulliken_charge:R:1
C -0.98 2.75 2.41 -0.8861
O 0.18 1.92 2.27 -0.3841
C 0.09 0.99 1.22 0.8000
C -1.00 1.01 0.33 -0.6645
C -0.89 0.21 -0.85 0.1273
O -1.79 0.28 -1.84 -0.4269
C -1.99 -0.89 -2.69 -0.8567
C 0.04 -0.84 -0.83 -0.3031
C 1.14 -0.88 0.16 0.3231
O 2.20 -1.69 0.10 -0.3843
C 2.20 -2.61 -0.92 -0.7531
C 1.14 0.04 1.18 -0.5998
H -1.05 3.37 1.58 0.4360
H -1.96 2.17 2.40 0.3243
H -0.70 3.32 3.33 0.2324
H -1.72 1.88 0.37 0.3275
H -2.96 -0.64 -3.11 0.2705
H -2.08 -1.88 -2.28 0.3517
H -1.26 -0.75 -3.60 0.3262
H -0.02 -1.62 -1.53 0.4163
H 1.22 -3.20 -0.98 0.3017
H 3.00 -3.45 -0.67 0.2102
H 2.42 -2.09 -1.85 0.3617
H 1.77 0.11 2.04 0.4497
```

The SMILES is COc1cc(OC)cc(OC)c1. The gap between HOMO and LUMO is 8.958 eV. The value obtained for the HOMO energy is -0.3010 Ha. The calculation puts the calculated total energy at -575.76633 Eh. Its energy above the lowest of the compared OMol25 structures with the same formula, charge and spin is 257.66 kJ/mol.

***

Among the records above, which one has the lowest calculated total energy? C18H30N3O3S